Entry 1:
103
Properties=species:S:1:pos:R:3:forces:R:3 method="wB97M-V/def2-TZVPD" e_above_lowest_ev=1.0803 spin_multiplicity=1 total_energy_ev=-174006.79627 mol_weight_g_mol=1069.4 gap_ev=6.65 total_charge=0
Ba 0.32978 -1.57376 -1.16761 -0.645 2.591 -0.326
As 2.35847 1.17266 0.05842 -0.032 -0.226 0.191
S 3.10100 -1.95056 0.15595 0.303 -0.087 -0.120
S -0.89312 -2.99479 -3.82414 -0.032 0.381 -0.025
S -1.60052 -0.86369 -5.85131 0.021 -0.059 -0.163
S 0.72193 -4.33812 0.27931 0.147 0.047 -0.529
P -1.98842 0.42023 2.37076 -0.092 -0.030 0.219
O 0.77037 -3.88099 -1.18607 0.316 -1.929 1.064
N -1.50373 1.87810 0.02365 -0.035 0.038 0.001
N -4.12355 -0.33700 0.82862 -0.065 -0.050 -0.039
N -1.34682 -0.38234 -3.32417 -0.182 -0.268 0.089
N -0.85935 2.91246 1.87123 0.072 0.034 -0.160
N 0.08525 -1.50835 2.09517 0.095 0.229 -0.292
N -0.04708 -0.55720 4.08841 0.044 -0.047 -0.075
N -2.26005 -1.31221 0.16572 0.084 -0.115 -0.333
C 1.04190 -2.03562 2.91027 0.162 -0.098 -0.110
C 0.97551 -1.46137 4.14057 -0.059 0.075 0.093
C -3.26495 -1.63489 -0.70209 -0.052 0.074 0.052
C -5.19239 -4.97313 1.31204 -0.088 0.004 0.023
C -0.64824 3.78087 0.84026 0.054 0.053 0.050
C -1.86091 -4.81976 -0.48761 -0.086 -0.043 0.173
C 1.32032 1.48003 -2.61419 0.002 -0.027 -0.079
C 1.31070 1.42480 -4.00375 0.075 0.032 0.056
C 5.20522 1.47280 0.73495 -0.006 0.011 0.051
C -5.04302 0.51866 1.55285 -0.012 -0.005 0.030
C 6.47686 1.00684 1.02000 0.041 -0.019 0.009
C -2.51099 3.05949 -5.32761 0.011 0.031 0.089
C -1.91105 0.75083 -5.30734 -0.097 0.072 -0.070
C 3.59786 0.71071 -2.58183 -0.002 0.065 -0.060
C -1.27555 -1.36099 -4.19711 0.183 -0.373 0.259
C -0.55155 -0.60371 2.81424 -0.227 -0.068 -0.043
C 2.46800 1.14902 -1.89627 -0.032 -0.045 0.144
C 5.66951 -1.24832 0.80637 -0.054 -0.173 0.015
C 2.58973 5.41993 -0.10188 -0.011 -0.005 -0.054
C -2.83065 -4.64460 2.11322 0.013 0.025 0.026
C 6.69985 -0.36652 1.05814 -0.013 0.102 0.005
C -2.27754 1.88485 -6.02135 -0.008 -0.009 -0.019
C 4.37159 -0.80055 0.51879 -0.070 -0.064 0.022
C -0.47346 0.24471 5.21517 -0.090 0.012 0.056
C -1.75610 0.79409 -3.91739 -0.133 -0.002 0.217
C 2.67300 5.75142 1.24186 0.011 0.030 0.030
C -3.71735 -4.85983 1.06338 0.034 0.000 0.048
C 2.53894 4.08761 -0.49787 -0.015 0.111 0.008
C -4.42258 -1.03562 -0.30555 -0.042 -0.022 -0.084
C -0.51876 3.14627 3.25415 -0.069 0.009 0.100
C 2.44719 1.00974 -4.67788 -0.032 -0.009 -0.059
C -2.80098 -0.52478 1.07033 0.182 0.026 0.131
C 2.65830 3.41407 1.79942 -0.019 0.076 0.085
C 2.71737 4.74201 2.19641 0.000 -0.047 -0.024
C 4.15678 0.58494 0.50546 -0.121 0.149 -0.149
C -1.36342 1.76945 1.32596 0.075 -0.194 0.260
C -3.21456 -4.94720 -0.23073 0.026 0.004 -0.107
C 2.56260 3.07568 0.45146 0.037 -0.062 -0.083
C -1.00215 -4.61494 0.58359 0.013 -0.126 -0.014
C 3.58225 0.64453 -3.96722 0.046 -0.017 0.062
C -2.40518 3.09415 -3.93299 -0.015 -0.009 -0.098
C -1.06266 3.13647 -0.28445 0.117 0.111 -0.005
C 1.34226 -5.99975 0.23811 -0.112 -0.179 -0.054
C -1.47087 -4.51150 1.88294 -0.131 -0.009 -0.113
C -2.03761 1.96745 -3.22265 -0.057 0.030 -0.005
H -2.38653 1.85190 -7.09647 0.000 -0.009 -0.050
H -1.98782 1.95638 -2.14207 -0.058 -0.116 -0.177
H -2.62626 4.01221 -3.40380 -0.012 0.046 0.006
H 1.15010 -6.45971 1.20402 0.004 -0.056 0.069
H -3.89578 -5.08472 -1.06074 -0.041 -0.015 -0.032
H -6.03955 0.35567 1.14949 -0.004 0.025 0.046
H 5.03116 2.54138 0.69040 -0.009 -0.022 -0.005
H 0.40959 1.68495 -4.54377 0.117 0.045 -0.027
H -0.38418 4.21491 3.40333 0.020 -0.012 0.018
H 0.41412 1.77109 -2.09251 0.029 0.043 0.023
H 2.57225 6.20075 -0.85133 -0.005 0.025 -0.011
H 2.70429 2.62880 2.55169 -0.005 0.026 -0.072
H 4.48373 0.41395 -2.03529 0.008 0.003 0.025
H 0.40579 2.63379 3.51929 0.010 -0.003 0.012
H -3.09032 -2.24446 -1.56945 0.044 -0.117 -0.147
H 1.76036 -2.75025 2.54774 0.001 -0.021 -0.043
H 2.80832 4.98890 3.24690 -0.003 0.019 0.023
H -2.79637 3.95063 -5.86920 -0.008 0.035 -0.013
H 2.40872 -5.93489 0.04837 0.098 0.021 -0.032
H 0.24202 1.04223 5.41563 -0.017 0.005 0.028
H -0.79595 -4.28694 2.69560 0.096 0.003 0.076
H 1.56199 -1.59556 5.02833 0.084 -0.035 0.125
H -5.54447 -5.98765 1.12151 -0.004 -0.031 -0.016
H 5.84853 -2.31651 0.81430 0.006 0.013 0.009
H 7.68671 -0.75130 1.27619 0.074 -0.011 0.011
H -5.44148 -4.72135 2.34143 0.000 0.003 0.029
H 2.44177 0.95124 -5.75810 -0.001 -0.007 -0.031
H -1.44831 0.67644 5.00043 0.031 -0.002 0.036
H 2.71945 6.78996 1.54413 0.001 0.001 0.004
H 7.28346 1.70489 1.20092 0.023 0.000 0.002
H -5.75027 -4.30557 0.65481 0.000 0.016 -0.027
H -3.21183 -4.55038 3.12167 -0.023 -0.004 0.048
H 2.47500 3.84863 -1.55278 0.005 -0.048 0.007
H -0.56023 -0.39254 6.09499 0.016 0.052 -0.009
H 0.82731 -6.52757 -0.56144 0.017 -0.068 -0.028
H -5.40887 -1.02512 -0.72789 -0.109 -0.021 -0.057
H 4.46066 0.29667 -4.49250 0.049 -0.019 -0.040
H -1.04572 3.50752 -1.29432 0.008 0.046 -0.031
H -4.77479 1.56687 1.42082 -0.013 0.003 0.019
H -1.48417 -4.82586 -1.50062 0.065 -0.007 -0.078
H -1.33158 2.79846 3.89332 0.041 0.024 0.009
H -5.03828 0.26983 2.61388 -0.006 0.043 -0.051
H -0.18997 4.73955 0.99695 0.046 0.123 -0.006


Entry 2:
98
Properties=species:S:1:pos:R:3:forces:R:3 method="wB97M-V/def2-TZVPD" spin_multiplicity=3 total_energy_ev=-67595.53179 mol_weight_g_mol=828.3 gap_ev="5.40 / 6.56" s_squared=2.02 total_charge=0
Pd -0.97014 -0.81410 -0.26928 1.363 0.355 -0.823
O -6.34521 -0.95506 3.64284 0.046 -0.068 -0.009
O 3.19100 1.47378 -1.05245 -0.009 -0.142 -0.033
O 0.93096 -1.08434 0.24175 -0.258 -0.044 0.023
O -0.78435 0.98870 -0.96138 -0.350 0.392 -0.748
O -2.22174 -7.45755 0.85591 0.022 0.022 -0.051
O 2.03123 2.98862 0.17595 -0.013 0.004 0.020
N -1.11920 -1.70735 -2.53815 0.035 0.306 0.169
N -1.26087 -2.66584 0.31419 -0.688 -0.718 0.692
N -2.94890 -0.67120 -0.01635 -0.217 -0.526 0.651
C 2.14653 -0.54161 -0.15796 0.401 0.366 -0.186
C -5.08246 -0.25053 1.73489 0.070 -0.049 -0.014
C -3.71717 0.42499 -0.12021 -0.111 0.474 -0.142
C -0.89976 4.02186 -3.59859 0.016 0.018 -0.027
C -0.07448 5.58689 -1.98789 0.028 0.062 0.058
C 2.94821 -2.84589 -0.70604 0.053 -0.019 -0.023
C 2.82267 -1.52356 -1.13023 -0.130 0.034 -0.002
C -1.16489 2.41267 0.90005 0.066 0.055 -0.156
C -0.88536 -1.82883 -3.65160 0.010 -0.017 0.225
C -0.83437 -4.98370 0.55818 -0.096 0.145 0.017
C -0.52703 5.31605 -3.27111 -0.020 -0.052 -0.075
C 1.19791 1.84462 0.11770 -0.149 -0.149 -0.153
C 5.21809 -0.07825 2.08867 0.054 -0.008 -0.027
C 2.49568 -0.46993 2.35626 -0.017 -0.013 -0.087
C -4.79641 0.66043 0.68186 0.024 -0.212 0.047
C 1.93769 0.85981 -0.80380 -0.131 -0.010 0.082
C -1.99287 1.58177 3.02648 0.015 -0.108 -0.005
C 3.52090 -3.80594 -1.52302 -0.038 -0.030 0.061
C -3.26110 -1.61392 0.95401 -0.502 0.039 0.064
C -2.46476 -2.78516 0.95813 0.090 -0.178 -0.048
C -1.16226 1.46286 1.92460 0.022 0.066 0.070
C 3.99317 -3.45677 -2.78196 0.006 0.012 -0.058
C -6.16635 0.09439 2.70986 0.003 0.067 -0.014
C -2.83628 -4.03943 1.49052 0.003 0.060 0.043
C 4.41748 3.16603 0.09608 -0.173 -0.137 0.003
C 4.42371 -0.21304 0.95998 0.045 -0.041 0.005
C -0.81932 3.00998 -2.65110 0.042 -0.015 0.027
C -2.04639 3.48338 1.01481 -0.067 -0.096 0.013
C 3.02859 3.69892 -1.93611 -0.129 -0.145 0.163
C -2.02915 -5.12741 1.30315 0.068 -0.059 -0.071
C -2.38012 -6.47217 1.86848 -0.040 0.004 0.093
C 4.65499 -0.12994 3.35562 -0.060 0.002 0.044
C 3.88436 -2.14338 -3.20744 0.010 -0.043 -0.067
C 0.01880 4.57443 -1.04578 -0.049 -0.018 0.039
C -4.32227 -1.37768 1.85552 -0.080 0.042 -0.085
C -0.35244 3.26944 -1.36631 -0.088 -0.149 -0.023
C -2.85775 2.66074 3.13059 -0.028 0.045 0.029
C 3.04989 -0.39913 1.08188 -0.204 -0.096 0.036
C -2.88345 3.60552 2.11852 -0.025 -0.037 0.025
C 3.28947 -0.33173 3.48583 0.051 0.035 0.046
C -0.56297 -2.00099 -5.05329 0.072 -0.052 -0.240
C 3.30042 -1.18116 -2.38989 -0.119 0.014 0.066
C 3.15370 2.83887 -0.68142 0.159 0.178 -0.098
C -0.50194 -3.73952 0.08851 0.245 -0.243 -0.040
C -0.29082 2.12856 -0.34833 0.303 0.096 0.597
H -7.09490 0.29037 2.15896 0.010 0.007 0.001
H -0.59116 6.10574 -4.00922 -0.001 0.012 0.020
H 2.59600 -3.11016 0.28388 -0.003 0.000 0.007
H 1.14339 1.42645 1.12468 0.092 0.067 -0.063
H 2.15211 3.39627 -2.50828 -0.019 0.033 -0.040
H 5.28262 2.93935 -0.52721 0.053 0.059 0.037
H -5.40543 1.54229 0.53704 0.061 0.035 -0.050
H -0.61262 -1.04286 -5.56774 0.000 0.008 0.033
H 0.21074 6.59751 -1.72109 0.018 -0.019 0.019
H 1.37045 0.71996 -1.73091 0.086 0.043 -0.020
H 4.87467 -0.17518 -0.02297 -0.011 -0.006 0.012
H 4.45185 2.55379 0.99616 0.018 0.024 -0.007
H 0.41132 -3.56194 -0.46231 0.011 0.055 -0.006
H 5.27569 -0.01974 4.23593 0.011 -0.011 -0.012
H -3.40699 -6.46040 2.24775 0.017 0.019 0.006
H 3.23404 -0.16048 -2.73792 0.019 0.047 0.004
H -3.78112 -4.13208 2.01049 -0.011 -0.032 -0.040
H -2.11095 4.22946 0.23798 0.062 0.024 -0.095
H -6.91628 -0.64704 4.34970 -0.039 0.023 0.016
H -3.49742 2.76675 3.99821 -0.018 -0.009 -0.016
H 0.38585 4.79414 -0.05321 -0.013 0.026 0.014
H 4.26122 -1.85835 -4.18255 -0.002 0.007 0.005
H -0.48511 0.61559 1.87298 -0.021 0.003 0.054
H 4.44835 -4.20357 -3.42052 0.002 0.009 0.002
H -1.26568 -2.69133 -5.51678 -0.001 0.003 0.025
H -1.26180 3.79230 -4.59375 0.005 0.031 0.002
H 4.42918 4.21930 0.37457 0.010 0.015 -0.038
H -0.20026 -5.83570 0.36567 0.025 0.018 -0.014
H -2.26732 -8.32702 1.26218 -0.009 -0.011 0.018
H 1.43478 -0.65629 2.45260 -0.008 0.001 0.012
H 3.91933 3.56731 -2.55106 0.008 0.025 0.013
H 0.44585 -2.40268 -5.14127 -0.006 0.012 0.004
H -3.43480 1.12778 -0.89490 0.139 -0.023 0.062
H -1.96160 0.82917 3.80533 -0.006 0.003 -0.012
H -5.87926 1.02482 3.21663 -0.033 0.000 0.003
H 2.83970 -0.38472 4.46973 -0.004 -0.004 -0.008
H -1.70697 -6.68206 2.70913 -0.029 -0.005 0.007
H -4.50084 -2.07084 2.66554 -0.024 0.023 -0.012
H -1.12445 2.00280 -2.89642 0.021 -0.014 0.013
H 2.92243 4.74742 -1.66137 0.020 0.028 -0.040
H 6.28667 0.06378 1.98120 -0.011 0.011 -0.030
H 3.60538 -4.82972 -1.17855 0.011 0.017 0.016
H -3.56952 4.44163 2.18052 0.039 0.027 -0.011